C10H10NO3 as an isolated structure at a distorted geometry. Source: OMol25; level of theory: ωB97M-V/def2-TZVPD.

Properties
expectation value of S² = 0.785
charge = 0
energy above the lowest of the compared OMol25 structures with the same formula, charge and spin = 0.0 kcal per mole
E_HOMO (spin up / spin down) = -8.46 / -9.86 eV
2S+1 = 2
lowest unoccupied orbital energy (spin up / spin down) = -0.3 / -2.4 eV
total energy = -18159.345 eV

```
24
Properties=species:S:1:pos:R:3:forces:R:3:mulliken_charge:R:1
C -0.32656 -2.52324 -1.54648 1.348 0.584 -2.503 -1.343
C -0.49085 -1.95087 -0.24464 0.100 0.857 0.648 0.807
C 0.33808 -2.57660 0.79198 -0.205 -0.359 0.546 -0.270
O 0.48827 -2.21244 1.94471 -0.095 0.164 -0.383 -0.492
H -1.21583 -2.51244 -2.18655 0.398 0.279 -0.009 0.423
H 0.10292 -3.53091 -1.55551 0.104 0.388 0.049 0.456
C -1.29834 -0.75026 -0.01513 -0.438 -0.616 0.079 0.675
C -1.67155 -0.32337 1.27844 0.784 0.586 0.466 -0.383
C -2.29368 0.90650 1.47577 0.123 0.057 -0.307 -0.568
C -2.74676 1.64816 0.38244 0.062 -0.033 0.031 -0.266
C -2.52061 1.17183 -0.91134 -0.646 -0.615 0.161 -0.780
C -1.83060 -0.02113 -1.10172 -0.364 0.113 -0.227 -0.280
H 0.82072 -3.52824 0.47629 0.008 0.262 -0.156 0.303
H -1.38579 -0.88330 2.16641 0.111 0.026 -0.406 0.384
H -2.36419 1.31844 2.48359 -0.352 -0.328 -0.240 0.363
H -3.34258 2.54872 0.53939 0.341 -0.143 -0.052 0.360
H -3.04856 1.62240 -1.75349 0.437 0.059 0.174 0.326
H -1.83812 -0.44929 -2.10527 0.446 0.241 0.205 0.322
C 1.03583 -1.45570 -2.58203 -1.706 -0.765 2.381 -0.557
H 0.64815 -0.43580 -2.59200 -0.024 -0.357 -0.068 0.360
H 1.95878 -1.56755 -2.01243 -0.243 -0.128 -0.210 0.356
N 1.20115 -1.94935 -3.92971 0.070 -0.353 -0.831 0.925
O 0.46404 -1.50441 -4.79634 -0.078 -0.007 0.335 -0.560
O 2.07365 -2.77706 -4.14109 -0.179 0.086 0.319 -0.561
```
Positions in Å, forces in eV/Å.



C4H14N2O2 as an isolated structure at a distorted geometry. Source: OMol25; level of theory: ωB97M-V/def2-TZVPD.

Properties
charge = 0
energy above the lowest of the compared OMol25 structures with the same formula, charge and spin = 199.2 kcal per mole
E_HOMO = -8.19 eV
2S+1 = 1
lowest unoccupied orbital energy = -4.6 eV
total energy = -11442.050 eV

```
22
Properties=species:S:1:pos:R:3:forces:R:3:mulliken_charge:R:1
C -0.27229 -2.03211 0.79003 -1.787 1.174 -0.421 -1.273
C 0.29036 -0.60070 0.64009 0.228 -2.030 0.907 -0.159
C 0.12118 0.06748 -0.73712 -1.830 1.071 0.529 -1.098
N -2.44611 0.33620 0.90372 -0.656 -1.290 -3.325 -0.296
C -2.01498 1.07408 -0.26345 0.089 2.949 1.746 -0.572
N -1.23787 0.26723 -1.20897 0.973 -2.646 1.837 0.013
H 0.19393 -2.69384 0.11062 0.059 -0.721 -1.405 0.392
H -1.42407 -1.99396 0.71714 1.641 -0.485 -0.043 0.203
H -0.02721 -2.53201 1.71720 -0.067 0.583 0.753 0.376
H 1.35949 -0.69144 0.74510 0.359 0.480 0.260 0.515
H -0.16902 -0.06650 1.45451 0.065 1.116 0.017 0.353
H 0.49536 1.11356 -0.61187 0.858 -0.569 -0.049 0.502
H 0.59036 -0.62997 -1.37399 0.807 -0.297 -1.196 0.415
H -3.28608 -0.13250 0.47590 0.277 0.027 1.160 0.279
H -1.21261 1.72507 0.20742 -1.126 0.153 -1.289 0.360
H -2.84145 1.58377 -0.82780 0.729 -0.286 0.721 0.383
H 2.59641 0.99432 -0.29976 0.981 -0.756 -0.916 0.369
H 2.18678 2.57180 0.99026 0.302 -0.394 -0.418 0.158
O 2.02138 1.76232 0.48793 -1.220 0.946 0.894 -0.736
H -1.59987 -0.65629 -1.50771 -0.404 0.750 -0.120 0.372
H 3.76648 0.37489 -1.39481 -0.152 0.084 0.137 0.223
O 2.90983 0.15863 -1.01444 -0.125 0.139 0.222 -0.776
```
Positions in Å, forces in eV/Å.